C3H3O3Y | the ωB97M-V functional and the def2-TZVPD basis

```
10
C3H3O3Y, DFT the ωB97M-V functional and the def2-TZVPD basis
O 0.18 -0.31 0.35
C -0.75 -0.85 1.26
O -0.14 -1.70 1.96
C 0.32 0.91 -1.65
H 0.94 0.14 -2.12
H 0.13 1.83 -2.20
C -0.10 0.81 -0.40
O -1.91 -0.50 1.23
Y 1.95 -1.92 1.41
H -0.61 1.60 0.15
```

Computed properties:
Highest occupied orbital energy (spin up / spin down) = -12.232 / -13.508 eV
E = -379.85185 Eh
LUMO energy (spin up / spin down) = -5.6164 / -6.0438 eV
Multiplicity = 2
Relative energy (zero: lowest compared OMol25 entry of this formula, charge and spin) = 0.0000 eV
Total charge = +1
Orbital gap (spin up / spin down) = 6.6 / 7.5 eV

These are the Löwdin partial charges, in e, on atoms 1 to 2:
1. O -0.160
2. C -0.707